124
Properties=species:S:1:pos:R:3 method="wB97M-V/def2-TZVPD" lumo_energy_ev=0.3 total_charge=0 smiles=Oc1ccc(O)cc1.c1ccncc1.c1ccncc1.c1ccncc1.c1ccncc1.c1ccncc1.c1ccncc1.c1ccncc1.c1ccncc1.c1ccncc1.c1ccncc1 molar_mass_g_mol=901.132 largest_force_ev_per_a=18.16 homo_energy_ev=-8.2
O -2.01374 -0.74272 -5.22619
C -0.98740 -0.17065 -5.92373
C 0.27614 -0.15371 -5.36375
C 1.40295 0.26562 -6.12548
C 1.19128 0.82152 -7.47633
O 2.25092 1.32817 -8.19398
C -0.10188 0.92159 -7.90952
C -1.19273 0.39970 -7.19352
H -2.80805 -0.73994 -5.64497
H 0.48577 -0.49633 -4.38553
H 2.53854 0.33540 -5.66722
H 2.03068 1.98196 -8.88732
H -0.25742 1.42374 -8.77050
H -2.22096 0.40148 -7.51983
C 1.92839 -0.70895 4.46318
C 2.53812 -0.12536 5.52675
C 3.59720 -0.85983 6.16521
N 4.28842 -1.89456 5.55702
C 3.78888 -2.25952 4.33461
C 2.57727 -1.79312 3.72093
H 1.09528 -0.38241 3.92250
H 1.80660 0.65751 5.82797
H 3.94697 -0.58764 7.29032
H 4.25864 -2.86898 3.99833
H 2.06162 -2.28796 2.66360
C 1.03759 -0.28233 -1.12892
C 0.10891 0.70630 -0.96136
C -0.90733 0.51324 0.05834
N -0.81731 -0.58733 0.93650
C 0.01340 -1.51512 0.70469
C 1.01914 -1.34678 -0.32695
H 1.81341 -0.24643 -1.92185
H 0.14667 1.47578 -1.66345
H -1.80435 1.11164 0.16415
H -0.01073 -2.45437 1.27331
H 1.79397 -2.07916 -0.38432
C -1.13740 0.53204 5.45752
C -1.25425 0.70827 4.06835
C -1.00822 1.98468 3.43343
N -0.57210 3.02047 4.12394
C -0.45806 2.85027 5.47999
C -0.62723 1.60411 6.19742
H -1.11452 -0.55227 5.89993
H -1.54057 -0.18676 3.52451
H -1.19782 2.01931 2.46855
H -0.02649 3.74030 5.98324
H -0.45856 1.66152 7.40812
C 0.87227 -7.84125 0.81033
C 1.54272 -6.86339 0.01408
C 1.34726 -5.45576 0.32335
N 0.45377 -5.02678 1.30340
C -0.19452 -5.93702 2.01626
C 0.08420 -7.38290 1.87638
H 0.87585 -8.82869 0.66640
H 2.03359 -7.02825 -0.97691
H 1.68392 -4.73737 -0.43588
H -0.77385 -5.66131 2.74908
H -0.27638 -8.08515 2.39118
C -4.02367 -1.28797 -0.03129
C -4.25285 -0.34965 -1.03302
C -4.72019 0.93782 -0.70996
N -4.88661 1.29652 0.63950
C -4.39537 0.41165 1.50291
C -3.98516 -0.93710 1.27116
H -3.69401 -2.26151 -0.32983
H -3.91177 -0.61803 -2.07594
H -5.09708 1.80513 -1.45402
H -4.66877 0.60835 2.53926
H -3.73206 -1.77771 1.95457
C -0.21700 5.39490 -0.64458
C -0.43515 6.55361 -1.42898
C -0.78488 7.69368 -0.79609
N -0.98116 7.82858 0.57027
C -0.76356 6.71848 1.27701
C -0.32287 5.58015 0.81876
H 0.07853 4.39263 -1.12255
H -0.31061 6.56186 -2.63276
H -1.03243 8.48807 -1.30401
H -0.95053 6.87212 2.26592
H -0.28865 4.62559 1.41800
C 4.60530 -4.39322 -4.75454
C 3.62927 -5.43853 -4.46064
C 2.79741 -5.02589 -3.34321
N 2.80113 -3.95066 -2.58939
C 3.72869 -2.96717 -2.92239
C 4.66624 -3.15771 -3.89146
H 5.38552 -4.45162 -5.60532
H 3.48413 -6.33735 -5.04505
H 2.07248 -5.89908 -2.86470
H 3.73232 -2.17842 -2.28184
H 5.41677 -2.29049 -4.11290
C -1.51455 -3.06764 4.61549
C -2.25605 -3.46933 5.79303
C -3.37952 -4.21821 5.61107
N -3.90143 -4.52542 4.40132
C -3.25977 -4.00243 3.25069
C -2.09831 -3.28098 3.26549
H -0.66842 -2.43475 4.79932
H -2.01069 -3.31538 6.67493
H -3.62665 -4.70803 6.45450
H -3.59287 -4.37278 2.09376
H -1.72013 -2.98322 2.41973
C -2.31733 5.07256 -4.99904
C -3.71385 4.92037 -4.77982
C -4.12838 3.68928 -4.34812
N -3.22336 2.72368 -3.95519
C -1.87260 3.00713 -4.00599
C -1.47825 4.22963 -4.53882
H -2.01939 6.08069 -5.38389
H -4.53807 5.63745 -4.92066
H -5.12058 3.67321 -4.17457
H -1.41337 2.30283 -3.53769
H -0.31947 4.42803 -4.60186
C 3.09501 3.67146 3.00241
C 2.77167 2.52230 2.31915
C 2.90380 2.48350 0.93282
N 3.48616 3.57035 0.27975
C 3.94501 4.61309 0.96103
C 3.57544 4.78812 2.32665
H 2.92523 3.98562 4.06660
H 2.48428 1.71515 2.71111
H 2.49148 1.68988 0.38257
H 4.49282 5.36845 0.41288
H 3.93028 5.46379 2.93308